23
Properties=species:S:1:pos:R:3:mulliken_charge:R:1 method="wB97M-V/def2-TZVPD" de_lowest_kcal_mol=13.8 homo_energy_ev=-9.2 e_tot_ha=-351.30827 fmax_ev_per_a=2.35 smiles=Cc1ccccc1.CC
C 0.752 2.587 -0.798 -0.614
C 1.967 1.884 -0.204 -0.802
H -0.074 1.875 -0.898 0.068
H 0.584 3.455 -0.173 0.271
H 0.865 2.823 -1.858 0.307
H 2.060 0.823 -0.462 0.189
H 2.906 2.290 -0.602 0.334
H 2.034 1.942 0.878 0.266
C -1.147 -0.466 2.318 -1.467
C 0.242 -1.746 0.677 -0.418
C -0.828 -0.959 0.938 1.082
C 0.513 -2.223 -0.628 -0.309
C -0.295 -1.887 -1.668 -0.706
C -1.721 -0.606 -0.122 -0.733
C -1.421 -1.093 -1.387 -0.237
H 1.011 -1.964 1.409 0.345
H 1.441 -2.772 -0.738 0.352
H -1.861 0.364 2.265 0.364
H -0.277 -0.036 2.820 0.309
H -0.213 -2.194 -2.703 0.400
H -2.647 -0.072 0.020 0.349
H -2.233 -0.862 -2.071 0.331
H -1.659 -1.162 2.986 0.319